DFT (ωB97M-V/def2-TZVPD) results for a structure of composition C11H7ClF5N4O2STi.

The calculation puts the HOMO-LUMO gap at 7.3252 eV. As for the LUMO energy: -0.170 Eh. Its charge is +1. The value obtained for the HOMO energy is -11.96 eV. The molar mass comes out at 437.580 Da. The total energy is -2999.8652 hartree.

```
32
Properties=species:S:1:pos:R:3:forces:R:3:nbo_charge:R:1
Ti 0.057713 1.011104 -0.128637 -0.29 0.17 0.01 1.1395
N 4.180600 0.714660 -2.491359 -0.18 0.62 -0.66 -0.5598
C 3.298540 1.390634 -2.824847 0.07 -0.01 0.01 0.6317
N 2.324479 2.154045 -3.211616 -0.10 0.06 0.02 -0.6049
C 1.297152 2.208546 -2.454180 0.09 -0.02 -0.11 0.6910
N 0.340105 2.260752 -1.778966 0.05 -0.13 0.24 -0.5937
F -0.368262 5.031667 5.110670 0.00 0.00 0.00 -0.2605
C -0.356402 3.914482 4.405249 0.00 0.00 0.00 0.2853
C -0.482522 3.965249 3.024442 0.00 0.00 0.00 0.2955
F -0.617985 5.121065 2.393087 0.01 0.00 0.00 -0.2642
C -0.459527 2.775073 2.334393 -0.01 -0.01 -0.01 0.2959
F -0.580966 2.817314 0.959351 0.03 0.01 0.00 -0.2743
C -0.323478 1.532910 2.919678 0.01 0.00 0.02 -0.2849
S -0.356185 0.053156 1.965136 -0.02 0.06 -0.05 0.0096
C -0.195266 1.515934 4.302356 0.00 -0.01 0.00 0.3333
F -0.051403 0.359746 4.939362 -0.01 0.00 0.00 -0.2771
C -0.211181 2.689311 5.040032 0.00 0.00 0.00 0.3301
F -0.084126 2.645243 6.356032 0.00 0.01 0.00 -0.2712
Cl -2.273859 0.852927 -0.782414 -0.05 -0.05 -0.10 0.1938
C -1.077207 -0.432688 -1.057634 0.00 -0.01 0.03 -0.6188
H -0.918833 -0.573665 -2.121951 0.04 0.00 0.01 0.2505
H -1.348210 -1.332431 -0.517037 0.00 0.00 0.00 0.2536
N 4.339351 -0.857900 -0.573348 -0.05 -0.23 0.20 -0.7198
C 3.821176 0.045337 0.471514 -0.06 0.17 0.13 -0.3396
C 2.426745 0.494463 0.131543 -0.17 0.09 -0.18 0.8005
O 1.666523 -0.228478 -0.592510 0.12 -0.10 0.10 -0.6567
O 1.958098 1.566585 0.583096 0.21 -0.07 0.03 -0.6059
H 5.257392 -1.218314 -0.325347 0.04 0.03 -0.03 0.4290
H 4.371266 -0.216121 -1.563057 0.20 -0.49 0.47 0.4383
H 3.713592 -1.651661 -0.705533 -0.02 0.02 -0.03 0.4295
H 4.460795 0.922085 0.553356 0.03 -0.02 -0.05 0.2627
H 3.774949 -0.431047 1.453515 0.04 -0.09 -0.05 0.2617
```
Forces are in eV/Å.

***

DFT (ωB97M-V/def2-TZVPD) results for a cluster of 2 separate species, CHClINO in total at a distorted geometry.

The calculation puts the HOMO-LUMO gap at 9.7276 eV. As for the LUMO energy: -0.011 Eh. Its charge is 0. The value obtained for the HOMO energy is -10.02 eV. The molar mass comes out at 205.382 Da. The total energy is -926.5280 hartree.

```
6
Properties=species:S:1:pos:R:3:forces:R:3:nbo_charge:R:1
O 0.088267 -1.133599 -0.445832 0.19 0.41 0.31 -0.4943
C -0.902969 -0.566568 -0.203597 0.47 -0.65 -0.35 0.8458
N -2.044435 -0.204006 -0.149785 -1.42 0.82 0.34 -0.5813
Cl -2.954996 0.982425 0.635032 0.77 -0.56 -0.30 0.2326
I 3.498214 0.915380 0.338515 0.45 0.36 0.20 -0.1083
H 2.315918 0.006368 -0.174334 -0.47 -0.38 -0.21 0.1054
```
Forces are in eV/Å.

***

DFT (ωB97M-V/def2-TZVPD) results for a structure of composition C23H30ClHfO9 at a distorted geometry.

The calculation puts the HOMO-LUMO gap at 4.4677 eV. As for the LUMO energy: 0.058 Eh. Its charge is -1. The value obtained for the HOMO energy is -2.89 eV. The molar mass comes out at 664.427 Da. The total energy is -2079.5238 hartree.

```
64
Properties=species:S:1:pos:R:3:forces:R:3:mulliken_charge:R:1
C -0.522373 0.986442 -3.352779 0.53 0.53 -0.87 2.7389
C 0.419745 0.732549 -2.157904 0.00 0.32 0.23 -1.6528
C -1.764673 0.013977 -3.144870 0.86 1.26 -0.34 -1.3316
C -1.294242 -0.934387 -2.043234 0.34 -0.10 0.31 -0.3930
H -1.915500 -0.508542 -4.100170 -0.03 0.15 0.49 0.3351
H -2.661920 0.612242 -2.935809 0.27 -0.34 0.12 0.2564
C 0.210205 -0.753544 -1.822149 0.01 0.41 -0.30 0.3620
H 0.054603 1.374818 -1.342707 0.14 -0.20 -0.07 0.2792
H 1.459186 1.031978 -2.368034 -0.37 -0.21 0.06 0.6577
C 0.436859 -1.235188 -0.385861 -0.37 0.38 -0.84 -1.3543
H 0.828545 -1.357745 -2.524787 -0.47 0.14 0.47 0.6909
H -1.439317 -1.960164 -2.406980 -0.18 0.35 0.29 0.5865
C -1.941442 -0.805034 -0.602057 0.45 -0.52 -0.73 1.2930
C -0.822958 2.479642 -3.508145 -0.86 1.57 1.53 -0.1914
C 0.102451 0.717473 -4.739482 -0.23 -1.68 -0.76 -0.1235
O -0.431437 -0.022786 -5.542316 0.37 0.44 0.40 -0.6629
O -0.807660 3.317896 -2.615893 0.16 -1.43 -1.21 -0.6298
O -1.157946 2.794578 -4.778326 0.09 -0.02 0.30 -0.2817
O 1.270831 1.324260 -5.026495 -0.33 -0.40 0.21 -0.3126
C 1.750684 0.979366 -6.353905 -0.10 0.38 0.07 -0.7514
H 2.773829 1.362883 -6.393207 -0.17 -0.33 0.06 0.2569
H 1.148261 1.520780 -7.097406 0.09 -0.29 0.19 0.3043
H 1.656495 -0.107029 -6.521791 0.27 0.62 0.06 0.3218
C -1.325208 4.198466 -5.048390 0.12 0.02 0.08 -0.7620
H -1.976946 4.649683 -4.287097 0.14 -0.10 -0.43 0.3019
H -1.730349 4.248942 -6.065758 -0.01 0.04 0.42 0.2457
H -0.343679 4.692834 -5.017912 -0.29 -0.13 0.05 0.3233
O -0.660046 -0.668822 0.471079 -0.78 -1.14 -3.62 -0.6392
H 1.463740 -0.932550 -0.078361 -1.18 -0.11 0.30 0.7585
H 0.303852 -2.344807 -0.394508 0.45 0.79 0.29 0.4989
C -2.658570 -2.159207 -0.550072 -0.44 -0.51 1.12 -1.7696
C -2.884684 0.376614 -0.407956 -0.19 0.25 0.68 -1.8722
H -3.721474 0.360163 -1.141215 0.68 -0.24 0.36 0.4626
H -2.410386 1.368293 -0.467064 0.15 -0.45 -0.15 0.2570
H -3.360376 0.338329 0.582973 0.23 -0.14 -0.17 0.4583
H -3.084554 -2.414694 0.420922 -0.01 0.19 0.15 0.3604
H -2.012224 -3.007077 -0.850766 -0.24 0.56 0.25 0.4183
H -3.511849 -2.128922 -1.270680 0.72 0.14 0.40 0.4219
Hf 0.313450 -0.823694 2.562951 0.34 1.13 4.91 2.0143
C 1.520711 -2.823189 4.041244 0.44 -0.21 -1.22 -0.2922
C 1.226059 -3.117060 2.663300 1.06 0.18 0.34 -1.0258
C 2.097088 -2.286473 1.860678 0.49 -0.26 -0.12 -0.9387
H 0.643363 -3.960940 2.318563 -0.06 0.13 -0.10 0.5209
C 2.797518 -1.392651 2.745157 -0.07 -1.39 -0.28 -1.2122
C 2.474932 -1.799480 4.080198 -0.23 -0.74 -0.49 -0.3520
H 2.892196 -1.443848 5.012040 -0.19 0.29 -0.26 0.8157
H 1.080656 -3.292759 4.916055 0.01 0.35 -0.30 0.4792
H 2.219564 -2.392243 0.780512 0.26 -0.05 0.73 1.2149
H 3.598508 -0.695256 2.495872 -0.47 -0.12 -0.11 0.4284
C -0.940403 1.516110 3.963756 1.19 -1.46 1.09 -0.6567
C -0.072375 0.687133 4.802571 1.12 4.24 -0.24 -0.1229
C 1.274747 0.837242 4.276229 -1.41 0.01 0.67 -0.5714
H -0.231866 0.402827 5.848544 -0.13 -0.22 -0.81 0.3342
C 1.195738 1.464239 3.004515 -1.28 0.73 -1.25 -0.9295
C -0.211580 1.820549 2.791760 1.32 0.10 -0.32 -0.7166
H -0.598448 2.369848 1.933901 0.21 -0.03 0.18 0.5513
H -1.929903 1.874833 4.236292 0.03 -0.51 -0.31 0.4016
H 2.147488 0.652044 4.895857 -0.26 -0.28 -0.49 0.6810
H 2.032415 1.777032 2.363110 -0.47 -0.17 0.35 0.4757
O 2.343858 -0.508453 6.717641 -0.15 -0.80 0.74 -0.6261
Cl 1.511581 -1.508962 7.476783 0.15 -0.23 0.27 0.9318
O 1.865524 -2.911207 7.034856 0.12 1.32 0.43 -0.6490
O 1.854771 -1.359620 8.922280 -0.03 -0.24 -0.70 -0.6788
O -0.545065 -1.227732 4.124444 -1.78 -1.98 -2.11 -0.9383
```
Forces are in eV/Å.

***

DFT (ωB97M-V/def2-TZVPD) results for a structure of composition C16H22NO3RhS5Sb at a distorted geometry.

The calculation puts the HOMO-LUMO gap (alpha / beta) at 6.2045 / 6.2043 eV. As for the LUMO energy (alpha / beta): 0.097 / 0.097 Eh. Its charge is -1. The value obtained for the HOMO energy (alpha / beta) is -3.57 / -3.57 eV. The molar mass comes out at 661.357 Da. The total energy is -3245.2306 hartree.

```
49
Properties=species:S:1:pos:R:3:forces:R:3:nbo_charge:R:1
Rh -0.056225 0.269668 -0.077972 1.39 -0.10 -0.69 0.3404
O -6.123612 -2.447568 -1.220044 -0.40 -0.09 -0.13 -0.5964
C -5.092482 -1.843269 -1.108409 0.49 -0.03 0.19 0.1995
S -3.670862 -2.122411 -2.147200 -0.26 0.16 -0.04 0.3019
C -2.610560 -0.972962 -1.370869 -0.45 0.85 1.33 -0.4283
C -3.123785 -0.306685 -0.280312 0.93 -0.63 -1.53 -0.4183
S -2.169400 0.917720 0.517235 -0.83 -0.53 0.63 -0.1088
S -4.762822 -0.675977 0.188194 0.04 -0.03 -0.19 0.3243
S -0.996984 -0.644140 -2.002781 -0.44 0.14 -0.33 -0.1035
S 1.980442 0.758457 -1.309588 0.27 -0.09 0.38 -0.1603
C 1.733601 2.298222 -0.533232 0.07 -0.02 -0.12 0.0755
C 2.668287 3.320163 -0.366557 0.03 0.04 -0.03 -0.2710
C 2.287154 4.443991 0.336020 -0.09 0.00 0.05 -0.1642
C 1.002540 4.525264 0.875130 -0.01 -0.02 0.01 -0.2965
C 0.140567 3.461578 0.674860 0.09 0.21 -0.03 0.0781
N 0.501313 2.402352 -0.035855 -0.31 0.31 -0.09 -0.4862
H 3.664085 3.204411 -0.771152 0.01 0.00 0.00 0.2186
H 2.993177 5.251321 0.485640 0.00 0.03 0.00 0.2055
H 0.679659 5.390303 1.437983 0.02 -0.01 0.01 0.2115
H -0.869234 3.445134 1.069492 0.00 0.02 0.00 0.2137
C -0.935742 -4.222275 -0.784874 0.02 0.00 -0.12 -0.6189
C -0.116349 -3.793835 0.417635 0.21 0.12 0.07 -0.7691
Sb 1.030260 -1.987738 0.140479 -1.04 -0.65 0.44 1.5632
C 2.285426 -2.101476 1.885124 0.25 0.24 -0.24 -0.7593
C 2.891245 -3.448709 2.230993 0.08 -0.21 -0.06 -0.6174
C 2.223644 -2.604768 -1.542972 -0.15 0.26 -0.02 -0.7834
C 3.140056 -3.793637 -1.323765 0.08 -0.10 0.06 -0.6157
H -1.505456 -5.128197 -0.565825 -0.03 -0.02 0.01 0.1997
H -0.306395 -4.432946 -1.651476 0.03 -0.01 -0.05 0.1914
H -1.637486 -3.446972 -1.075078 -0.03 -0.02 0.00 0.2276
H 0.579501 -4.587278 0.704152 0.02 0.06 0.06 0.1986
H -0.752599 -3.565463 1.272111 0.04 0.00 0.02 0.2535
H 1.636679 -1.774915 2.687673 -0.05 -0.01 0.03 0.2351
H 3.050098 -1.330747 1.772585 0.02 -0.02 -0.04 0.2263
H 2.123472 -4.213868 2.348072 -0.02 -0.03 0.01 0.2039
H 3.432531 -3.390840 3.178534 0.01 0.01 0.03 0.2023
H 3.596026 -3.801707 1.478001 -0.01 0.00 0.00 0.1983
H 2.784181 -1.733729 -1.879855 0.02 0.00 0.01 0.2354
H 1.485808 -2.815991 -2.318666 -0.06 0.02 0.02 0.2340
H 3.988473 -3.530967 -0.692059 0.02 -0.01 0.04 0.1990
H 3.543931 -4.152261 -2.273039 0.01 -0.01 -0.04 0.2035
H 2.622491 -4.631026 -0.854340 -0.02 -0.06 0.03 0.2000
C -0.117502 -0.048070 4.220250 -0.12 -0.08 -0.02 -0.7122
C -0.161976 -0.354747 2.728486 0.16 0.77 0.39 0.7912
O -0.744304 -1.355789 2.324802 -0.07 -0.63 0.18 -0.7202
O 0.478203 0.488548 2.002836 0.03 0.17 -0.15 -0.7497
H -1.063872 -0.336267 4.675977 0.01 0.00 0.00 0.2208
H 0.092900 1.002638 4.402966 0.00 0.02 -0.03 0.2157
H 0.672098 -0.643839 4.682291 0.03 -0.04 0.00 0.2107
```
Forces are in eV/Å.

***

DFT (ωB97M-V/def2-TZVPD) results for a cluster of 2 separate species, ClHNO2S in total at a distorted geometry.

The calculation puts the HOMO-LUMO gap (alpha / beta) at 7.8315 / 6.9006 eV. As for the LUMO energy (alpha / beta): 0.098 / 0.096 Eh. Its charge is -1. The value obtained for the HOMO energy (alpha / beta) is -5.18 / -4.27 eV. The molar mass comes out at 114.533 Da. The total energy is -1064.1276 hartree.

```
6
Properties=species:S:1:pos:R:3:forces:R:3:nbo_charge:R:1
N -0.093127 -0.591754 0.143709 0.26 0.97 0.84 -0.8596
O 2.033856 0.881379 0.472019 0.44 0.47 -0.11 -0.9469
O -0.877848 -1.862376 -1.648546 0.47 -0.31 -0.16 -0.5391
S 0.730539 0.403366 0.905730 -0.61 -2.11 -0.83 1.4966
Cl -0.222357 2.369921 1.734989 -0.28 0.55 0.04 -0.5696
H -1.571064 -1.200536 -1.607901 -0.28 0.43 0.22 0.4185
```
Forces are in eV/Å.

***

DFT (ωB97M-V/def2-TZVPD) results for a cluster of 2 separate species, C2HNO3S in total at a distorted geometry.

The calculation puts the HOMO-LUMO gap at 9.4583 eV. As for the LUMO energy: -0.001 Eh. Its charge is 0. The value obtained for the HOMO energy is -9.47 eV. The molar mass comes out at 119.101 Da. The total energy is -755.4569 hartree.

```
8
Properties=species:S:1:pos:R:3:forces:R:3:nbo_charge:R:1
O 0.160804 -2.350098 1.357166 0.86 -0.59 0.84 -0.4783
C -0.452012 -1.608170 0.705277 -0.84 -0.35 -1.29 0.6262
N -1.102966 -0.446769 0.620828 0.92 2.32 0.15 -0.6776
S -1.228763 -1.405219 -0.924194 0.04 -0.41 -0.03 0.1227
H -0.417061 0.355823 0.498746 -1.06 -1.00 0.27 0.4077
O 3.436632 -1.197193 -0.470914 2.58 -1.87 0.60 -0.4826
C 2.560169 -0.497799 -0.598531 -1.32 0.75 -0.62 1.0278
O 1.654811 0.182336 -0.793127 -1.19 1.15 0.08 -0.5460
```
Forces are in eV/Å.